(1)
Entry from the Open Molecules 2025 dataset: a 5-piece molecular cluster, C3H17NO4 overall (wB97M-V/def2-TZVPD).

Values from the calculation:
Structure (SMILES): CN(C)C.O.O.O.O
Multiplicity: 1
LUMO: 0.41 eV
Energy relative to the best compared isomer or geometry (same formula, charge and spin): 31.0 kcal/mol
Gap between HOMO and LUMO: 9.052 eV

Last column: Löwdin charge in e.
Geometry (Å):
C: -1.79 -1.70 -1.40  -0.0965
N: -1.07 -1.09 -0.28  -0.3171
C: -1.34 -1.73 0.99  -0.1211
C: 0.37 -1.01 -0.56  -0.0955
H: -1.05 -2.05 -2.11  0.0781
H: -2.47 -0.98 -1.85  0.0801
H: -2.44 -2.51 -1.11  0.0726
H: -2.33 -1.43 1.34  0.0871
H: -1.40 -2.82 0.92  0.0825
H: -0.65 -1.55 1.81  0.0697
H: 0.49 -0.48 -1.49  0.0417
H: 0.79 -2.02 -0.72  0.0943
H: 0.81 -0.61 0.35  0.0729
O: 1.38 -0.23 3.72  -0.0737
H: 1.94 0.56 3.82  0.0153
H: 1.02 -0.04 2.85  -0.0065
O: 2.35 1.87 2.14  -0.0529
H: 1.81 1.72 1.35  0.0326
H: 2.65 2.78 1.98  0.0525
O: -0.48 0.89 -3.07  -0.0519
H: 0.29 0.48 -3.47  0.0407
H: -0.55 0.67 -2.14  -0.0058
O: 0.53 3.58 -0.70  -0.0586
H: 0.52 4.53 -0.79  0.0348
H: 0.60 3.17 -1.57  0.0249

(2)
Entry from the Open Molecules 2025 dataset: a 2-piece molecular cluster, C2H8N2O3 overall (wB97M-V/def2-TZVPD).

Values from the calculation:
Structure (SMILES): On1[nH]o1.COC
Multiplicity: 1
LUMO: 0.99 eV
Energy relative to the best compared isomer or geometry (same formula, charge and spin): 158.6 kcal/mol
Gap between HOMO and LUMO: 11.204 eV

Last column: Löwdin charge in e.
Geometry (Å):
O: -1.03 0.96 -1.74  -0.0112
N: 0.00 0.50 -2.45  -0.1410
N: 0.57 -0.84 -2.01  0.0526
O: 1.18 0.41 -1.71  -0.1073
H: -0.96 0.72 -0.78  0.0718
H: 1.12 -1.27 -2.76  0.0969
C: -0.60 -1.10 1.07  -0.1082
O: -0.73 0.29 0.88  -0.2884
C: 0.35 1.03 1.43  -0.1034
H: -1.47 -1.57 0.60  0.0956
H: -0.58 -1.34 2.14  0.0888
H: 0.31 -1.48 0.60  0.0789
H: 1.30 0.71 1.00  0.0866
H: 0.16 2.08 1.20  0.0975
H: 0.38 0.89 2.52  0.0909

(3)
Entry from the Open Molecules 2025 dataset: a 2-piece molecular cluster, C3H8NO3 overall (wB97M-V/def2-TZVPD).

Values from the calculation:
Multiplicity: 1
LUMO: 3.75 eV
Net charge: -1
Energy relative to the best compared isomer or geometry (same formula, charge and spin): 73.4 kcal/mol
Gap between HOMO and LUMO: 6.444 eV

Last column: Löwdin charge in e.
Geometry (Å):
C: 0.86 1.02 1.14  -0.3846
N: 0.27 -0.12 0.55  -0.0191
C: -0.29 0.06 -0.88  -0.1973
C: 0.68 -0.39 -2.04  -0.5460
O: 0.01 -0.07 -3.17  -0.3832
O: 1.61 0.92 2.08  -0.0300
H: 0.49 1.96 0.59  0.1419
H: 0.57 -1.04 0.85  0.1260
H: -0.49 1.14 -1.06  0.1016
H: -1.04 -0.71 -0.95  0.0816
H: 0.59 -1.54 -2.05  0.0831
H: 1.68 0.01 -1.77  0.0747
H: -2.00 -0.40 1.49  0.0512
H: -1.04 -0.30 2.74  -0.0118
O: -1.90 -0.55 2.48  -0.0881

(4)
Entry from the Open Molecules 2025 dataset: C4H6LiO2Ru as an isolated structure (wB97M-V/def2-TZVPD).

Values from the calculation:
Multiplicity: 6
LUMO (spin up / spin down): -0.29 / -1.14 eV
Gap between HOMO and LUMO (spin up / spin down): 6.675 / 7.166 eV

Last column: Löwdin charge in e.
Geometry (Å):
O: -1.25 1.59 0.00  -0.4692
Ru: 0.53 2.23 -0.23  0.8663
C: -1.62 0.26 -0.04  -0.3746
C: -0.62 -0.67 0.66  -0.1498
H: -2.60 0.10 0.46  0.1162
H: -0.63 -0.42 1.74  0.1107
H: -0.94 -1.72 0.57  0.1214
H: -1.76 -0.10 -1.08  0.1048
C: 1.04 -0.47 -1.09  -0.0566
C: 0.89 -0.52 0.27  -0.6683
O: 1.79 -0.44 1.20  -0.2670
Li: 2.87 1.05 0.88  0.5785
H: 0.25 -0.44 -1.85  0.0472
H: 2.06 -0.46 -1.49  0.0404

(5)
Entry from the Open Molecules 2025 dataset: C35H68Ge2N7O5Sr as an isolated structure (wB97M-V/def2-TZVPD).

Values from the calculation:
Multiplicity: 1
LUMO: -1.92 eV
Net charge: +1
Energy relative to the best compared isomer or geometry (same formula, charge and spin): 25.0 kcal/mol
Gap between HOMO and LUMO: 8.024 eV

Last column: Löwdin charge in e.
Geometry (Å):
Sr: 0.97 1.46 -0.53  1.4731
C: 3.58 1.94 2.30  -0.0739
O: 2.27 1.42 2.12  -0.2848
C: 1.33 1.82 3.11  -0.1711
C: 0.73 3.19 2.84  -0.1397
O: 0.27 3.28 1.49  -0.1571
C: 1.29 3.74 0.62  -0.2796
C: 0.72 3.97 -0.78  -0.2455
O: 1.46 3.33 -1.81  -0.3416
C: 2.86 3.61 -1.77  -0.0602
H: 4.05 1.52 3.19  0.1031
H: 4.16 1.66 1.41  0.0795
H: 3.59 3.03 2.38  0.0990
H: 0.54 1.07 3.05  0.0940
H: 1.76 1.78 4.12  0.1454
H: -0.13 3.32 3.49  0.1401
H: 1.43 4.01 3.04  0.1303
H: 1.75 4.67 0.97  0.1516
H: 2.07 2.98 0.64  0.0394
H: -0.29 3.57 -0.85  0.0642
H: 0.68 5.05 -0.99  0.1499
H: 3.02 4.69 -1.74  0.1157
H: 3.32 3.14 -0.89  0.0822
H: 3.32 3.18 -2.64  0.0936
N: 2.39 0.71 -3.31  0.0709
C: 3.39 -0.23 -2.78  -0.3294
C: 4.47 -0.66 -3.76  -0.1402
C: 5.55 -1.56 -3.17  -0.1688
C: 5.03 -2.72 -2.32  -0.1366
N: 4.61 -2.31 -0.97  0.1085
C: 5.43 -1.90 -0.01  -0.4308
N: 6.73 -2.22 -0.04  0.2270
N: 4.92 -1.21 1.01  0.2262
C: 3.92 0.42 -1.50  -0.6583
O: 5.00 1.00 -1.46  0.0547
O: 3.10 0.31 -0.50  -0.2623
H: 1.65 0.23 -3.80  0.0533
H: 2.82 1.38 -3.93  0.0884
H: 2.80 -1.10 -2.47  0.1176
H: 4.94 0.22 -4.20  0.1229
H: 3.97 -1.19 -4.58  0.1254
H: 6.23 -0.95 -2.56  0.1046
H: 6.15 -1.98 -3.98  0.1191
H: 5.77 -3.51 -2.24  0.1168
H: 4.16 -3.18 -2.78  0.1357
H: 3.63 -2.09 -0.83  0.1053
H: 7.11 -2.76 -0.79  0.1160
H: 7.38 -1.76 0.58  0.1294
H: 4.13 -0.60 0.78  0.0720
H: 5.55 -0.89 1.73  0.1279
C: 0.17 -3.80 -1.17  -0.1697
C: 1.14 -2.93 -0.37  -0.3832
Ge: 0.29 -2.17 1.24  0.8585
C: 1.65 -1.68 2.58  -0.3719
C: 2.48 -2.89 3.00  -0.1771
C: -0.92 -3.41 2.16  -0.2283
C: -2.08 -2.77 2.37  -0.3461
Ge: -1.92 -1.06 1.37  0.9101
C: -2.19 0.59 2.43  -0.3530
C: -3.40 0.52 3.37  -0.1609
C: -2.98 -0.90 -0.27  -0.3644
C: -4.37 -0.29 -0.13  -0.1566
C: -3.22 -3.30 3.15  -0.2462
C: -3.04 -4.25 4.16  -0.0396
C: -4.11 -4.75 4.87  -0.0789
C: -5.40 -4.31 4.59  -0.0863
C: -5.60 -3.36 3.60  -0.0746
C: -4.52 -2.86 2.90  -0.0517
H: 0.64 -4.21 -2.07  0.0688
H: -0.69 -3.22 -1.49  0.0469
H: -0.19 -4.64 -0.57  0.0657
H: 1.50 -2.11 -0.99  0.0001
H: 2.00 -3.52 -0.03  0.0515
H: 1.09 -1.31 3.45  0.0606
H: 2.29 -0.86 2.24  0.0201
H: 1.85 -3.69 3.39  0.0637
H: 3.21 -2.64 3.78  0.0663
H: 3.04 -3.31 2.16  0.0452
H: -0.75 -4.43 2.50  0.0625
H: -2.29 1.42 1.73  0.0467
H: -1.29 0.78 3.03  0.0243
H: -4.33 0.38 2.81  0.0567
H: -3.50 1.43 3.96  0.0681
H: -3.31 -0.32 4.06  0.0671
H: -3.02 -1.88 -0.76  0.0747
H: -2.36 -0.27 -0.92  -0.0205
H: -5.06 -0.93 0.41  0.0550
H: -4.80 -0.09 -1.11  0.0521
H: -4.32 0.67 0.40  0.0558
H: -2.03 -4.58 4.40  0.1062
H: -3.95 -5.48 5.65  0.1039
H: -6.24 -4.70 5.15  0.1030
H: -6.60 -3.00 3.38  0.1047
H: -4.68 -2.11 2.12  0.0794
N: -0.55 -0.82 -3.12  -0.0208
C: -0.13 -0.35 -2.14  -0.3747
C: -3.56 0.41 -3.65  -0.0726
C: -3.08 1.84 -3.87  -0.1865
N: -3.40 2.78 -2.79  -0.0735
C: -4.61 3.59 -2.96  -0.2071
C: -5.89 2.87 -2.60  -0.0622
C: -2.66 2.82 -1.67  -0.4249
C: -3.03 3.82 -0.60  -0.0079
N: -1.62 2.08 -1.43  0.0617
H: -3.23 -0.21 -4.47  0.0813
H: -4.65 0.37 -3.60  0.0633
H: -3.15 -0.02 -2.74  0.0262
H: -3.53 2.24 -4.78  0.1189
H: -2.00 1.85 -4.02  0.1150
H: -4.64 3.91 -4.01  0.1198
H: -4.51 4.50 -2.38  0.1011
H: -6.10 2.05 -3.29  0.0667
H: -6.74 3.56 -2.64  0.0795
H: -5.83 2.45 -1.59  0.0692
H: -2.93 4.85 -0.96  0.0903
H: -2.38 3.67 0.26  0.0669
H: -4.06 3.69 -0.27  0.0862
H: -1.46 1.38 -2.16  -0.0276

(6)
Entry from the Open Molecules 2025 dataset: one molecule with the formula C5H6O (wB97M-V/def2-TZVPD).

Values from the calculation:
Structure (SMILES): C#CC(=O)CC
Multiplicity: 1
LUMO: 0.24 eV
Energy relative to the best compared isomer or geometry (same formula, charge and spin): 56.0 kcal/mol
Gap between HOMO and LUMO: 10.219 eV

Last column: Löwdin charge in e.
Geometry (Å):
C: -2.83 -0.25 -1.24  0.1303
C: -1.96 -0.10 -0.40  -0.0169
C: -0.81 0.22 0.49  -0.3943
O: -0.66 1.35 0.89  0.0805
C: 0.55 -0.51 0.60  -0.1765
C: 1.78 0.31 0.11  -0.0929
H: -3.59 -0.38 -2.00  0.0407
H: 0.73 -0.77 1.66  0.1173
H: 0.45 -1.39 -0.01  0.0907
H: 2.64 -0.37 0.05  0.0718
H: 2.07 1.15 0.76  0.0737
H: 1.62 0.72 -0.90  0.0756

For each record above, in turn, the calculated largest force on an atom values are 0.0358 0.0420 0.0634 0.0393 0.0768 0.0542 hartree/bohr.